Entry from the OMol25 dataset: a molecular structure, C22H38KN3O3SbSi3 (ωB97M-V/def2-TZVPD).

The geometry in ORCA input format:
```
! wB97M-V def2-TZVPD RIJCOSX def2/J DEFGRID3
* xyz -1 1
K -1.380 3.029 1.240
C -1.668 -1.094 -2.068
Sb -0.889 0.488 -0.774
C -1.726 0.112 1.173
C -1.403 -1.169 1.722
C -1.606 -1.452 3.097
C -1.376 -2.712 3.576
C -0.941 -3.708 2.699
C -0.697 -3.335 1.392
N -0.899 -2.121 0.907
Si -3.581 0.186 1.059
C -4.405 0.325 2.782
C -4.277 1.661 0.064
C -4.406 -1.369 0.254
C 1.357 0.051 -0.943
C 1.978 0.909 0.084
C 3.373 0.975 0.206
C 3.943 1.756 1.181
C 3.108 2.470 2.033
C 1.746 2.373 1.835
N 1.193 1.627 0.882
Si 1.765 0.902 -2.606
C 1.281 2.753 -2.524
C 0.869 0.165 -4.122
C 3.611 0.976 -3.136
Si 1.970 -1.738 -0.638
C 3.744 -2.165 -1.283
C 2.140 -1.963 1.252
C 0.959 -3.082 -1.535
H -2.501 -0.688 -2.638
H -2.026 -1.914 -1.460
H -0.905 -1.441 -2.750
H -1.928 -0.658 3.757
H -1.523 -2.935 4.627
H -0.769 -4.723 3.035
H -0.316 -4.064 0.683
H -4.063 1.213 3.305
H -4.169 -0.533 3.400
H -5.484 0.385 2.695
H -4.203 2.593 0.613
H -5.329 1.502 -0.144
H -3.767 1.771 -0.888
H -3.889 -2.260 0.598
H -4.324 -1.349 -0.829
H -5.458 -1.481 0.503
H 3.988 0.414 -0.474
H 5.018 1.804 1.291
H 3.513 3.085 2.819
H 1.068 2.920 2.475
H 0.213 2.890 -2.661
H 1.793 3.331 -3.289
H 1.544 3.177 -1.559
H -0.197 0.353 -4.071
H 1.020 -0.905 -4.205
H 1.242 0.621 -5.034
H 4.169 1.677 -2.522
H 3.685 1.315 -4.166
H 4.109 0.016 -3.077
H 4.526 -1.648 -0.735
H 3.861 -1.932 -2.336
H 3.931 -3.230 -1.171
H 3.046 -1.489 1.619
H 2.169 -3.011 1.536
H 1.303 -1.507 1.765
H 1.059 -3.006 -2.614
H -0.086 -3.004 -1.281
H 1.308 -4.068 -1.242
O -1.089 6.591 1.219
N -1.352 5.499 1.654
O -0.524 4.859 2.298
O -2.447 4.984 1.449
*
```

Output
Energy, eV: -80539.7085
ΔE to the lowest compared entry with this formula, charge and spin, kcal per mole: 13.5
HOMO level, eV: -4.0412
Frontier orbital gap, eV: 6.50

Atom charges from the Mulliken analysis, given in e for atoms 1 to 5: number 1, K, carries 0.64; number 2, C, carries -1.59; number 3, Sb, carries -0.20; number 4, C, carries 0.93; number 5, C, carries -1.05

***

Entry from the OMol25 dataset: a molecular structure, C22H38NO2P3RuS (ωB97M-V/def2-TZVPD).

The geometry in ORCA input format:
```
! wB97M-V def2-TZVPD RIJCOSX def2/J DEFGRID3
* xyz 4 5
P -1.062 -2.260 -1.127
C -2.924 -2.441 -0.750
H -3.275 -3.447 -0.979
H -3.512 -1.751 -1.356
H -3.145 -2.248 0.299
C -1.335 -2.749 -2.943
H -0.421 -3.106 -3.412
H -1.708 -1.892 -3.505
H -2.066 -3.553 -3.025
C -0.668 -3.949 -0.351
H -1.234 -4.741 -0.842
H -0.940 -3.950 0.704
H 0.389 -4.200 -0.416
P 1.829 -0.362 1.982
C 1.053 -0.173 3.715
H 1.822 -0.063 4.480
H 0.466 -1.053 3.976
H 0.406 0.700 3.776
C 2.810 -1.891 2.538
H 3.668 -2.082 1.896
H 2.163 -2.768 2.533
H 3.197 -1.760 3.549
C 3.089 1.023 2.314
H 3.684 0.798 3.199
H 2.571 1.966 2.491
H 3.769 1.174 1.479
P 0.296 2.166 -1.600
C -0.849 3.600 -1.077
H -0.901 4.364 -1.854
H -0.477 4.087 -0.176
H -1.865 3.258 -0.888
C 1.758 3.354 -1.841
H 1.431 4.293 -2.286
H 2.516 2.939 -2.503
H 2.217 3.577 -0.877
C -0.440 2.130 -3.352
H -0.333 3.101 -3.835
H -1.504 1.895 -3.307
H 0.032 1.384 -3.987
Ru 0.235 -0.108 -0.167
C -0.855 -1.106 1.435
O -1.453 -1.610 2.264
C -0.021 1.600 1.162
O -0.177 2.475 1.876
C 3.440 0.097 -1.769
C 2.721 -0.149 -2.891
C 2.016 -1.272 -3.055
C 2.351 -2.306 -2.244
C 3.042 -2.132 -1.114
C 3.724 -0.965 -1.010
H 4.005 1.006 -1.642
H 2.714 0.581 -3.683
H 1.455 -1.417 -3.963
H 2.051 -3.305 -2.512
H 3.274 -2.985 -0.497
H 4.524 -0.884 -0.292
S -2.230 0.658 -0.500
C -2.963 1.070 0.967
N -2.842 2.324 1.515
C -3.453 2.690 2.676
C -4.264 1.793 3.356
C -4.459 0.530 2.818
C -3.828 0.173 1.626
H -2.283 3.070 1.076
H -3.312 3.688 3.072
H -4.752 2.081 4.278
H -5.112 -0.174 3.319
H -4.058 -0.790 1.255
*
```

Output
Energy, eV: -70252.9309
ΔE to the lowest compared entry with this formula, charge and spin, kcal per mole: 64.4
HOMO level (spin up / spin down), eV: -19.6729 / -20.7495
Frontier orbital gap (spin up / spin down), eV: 5.86 / 4.54

Atom charges from the Mulliken analysis, given in e for atoms 1 to 5: number 1, P, carries 1.03; number 2, C, carries -1.18; number 3, H, carries 0.61; number 4, H, carries 0.50; number 5, H, carries 0.15

***

Entry from the OMol25 dataset: 8 unconnected molecules or ions with the total composition C22H39Br8O10 (ωB97M-V/def2-TZVPD).

The geometry in ORCA input format:
```
! wB97M-V def2-TZVPD RIJCOSX def2/J DEFGRID3
* xyz -1 1
C 1.360 -0.181 0.259
C 0.011 -0.428 -0.172
O -0.849 -1.072 0.755
H 1.250 0.324 1.218
H 1.803 0.609 -0.348
H 1.850 -1.145 0.395
H -0.007 -0.959 -1.123
H -0.353 0.539 -0.520
Br 1.287 1.060 -5.787
C 1.564 2.832 -4.947
C 3.040 3.182 -4.716
Br 3.374 5.133 -4.834
H 1.011 2.944 -4.015
H 1.046 3.581 -5.546
H 3.710 2.781 -5.477
H 3.313 2.768 -3.745
Br -2.431 4.394 3.649
C -2.705 4.130 1.714
C -1.606 4.820 0.899
Br -2.169 4.865 -1.076
H -3.646 4.611 1.447
H -2.674 3.050 1.573
H -0.647 4.307 0.982
H -1.506 5.831 1.294
Br 3.618 -6.039 -5.570
C 4.831 -4.723 -4.627
C 3.942 -3.740 -3.835
Br 5.104 -2.554 -2.730
H 5.515 -4.244 -5.328
H 5.475 -5.234 -3.911
H 3.383 -4.434 -3.206
H 3.282 -3.090 -4.410
Br -0.655 -6.432 -2.704
C -2.595 -6.147 -3.026
C -2.669 -5.089 -4.127
Br -4.574 -4.826 -4.710
H -3.094 -5.789 -2.126
H -3.013 -7.107 -3.330
H -2.130 -5.323 -5.045
H -2.301 -4.107 -3.827
C -0.079 0.102 6.009
C -1.469 -0.183 6.747
C -2.695 -0.633 5.949
O -3.133 -1.769 6.648
C -2.210 -2.163 7.496
O -2.349 -3.210 8.168
O -1.131 -1.330 7.517
H 0.737 0.115 6.732
H -0.028 0.961 5.340
H 0.076 -0.662 5.247
H -1.771 0.554 7.491
H -2.513 -0.640 4.875
H -3.407 0.178 6.104
C -5.382 0.740 -4.564
C -6.154 0.189 -3.347
C -5.361 0.326 -2.053
O -6.256 1.110 -1.236
C -7.445 1.368 -1.817
O -8.497 1.721 -1.277
O -7.220 1.084 -3.118
H -5.865 1.006 -5.504
H -4.640 -0.003 -4.855
H -4.891 1.648 -4.213
H -6.620 -0.797 -3.352
H -4.474 0.904 -2.312
H -5.034 -0.657 -1.712
C 6.285 0.284 2.729
C 5.951 1.778 2.869
C 4.879 2.046 3.873
O 5.511 2.836 4.862
C 6.827 2.860 4.690
O 7.649 3.298 5.528
O 7.097 2.367 3.434
H 5.503 -0.442 2.508
H 6.834 -0.177 3.550
H 6.991 0.313 1.899
H 5.593 2.123 1.899
H 4.539 1.179 4.439
H 4.002 2.480 3.393
*
```

Output
Energy, eV: -604259.2614
HOMO level, eV: -2.9912
Frontier orbital gap, eV: 4.61

Atom charges from the Mulliken analysis, given in e for atoms 1 to 5: number 1, C, carries -0.72; number 2, C, carries -0.20; number 3, O, carries -0.92; number 4, H, carries 0.15; number 5, H, carries 0.27

***

Entry from the OMol25 dataset: a molecular structure, C22H39CdCl3N3O3Si (ωB97M-V/def2-TZVPD).

The geometry in ORCA input format:
```
! wB97M-V def2-TZVPD RIJCOSX def2/J DEFGRID3
* xyz -1 1
C -2.532 2.090 -3.674
C -1.870 2.741 -2.510
H -2.932 2.857 -4.340
H -3.360 1.439 -3.383
H -1.794 1.475 -4.202
C -2.105 4.017 -2.161
C -2.973 4.943 -2.957
H -1.588 4.465 -1.307
H -4.024 4.612 -3.030
H -2.579 5.022 -3.986
H -2.970 5.956 -2.527
Cd 1.247 -2.395 1.704
Cl 2.667 -1.890 -0.322
Cl 0.112 -3.436 3.600
H 4.663 -6.885 2.396
H 6.003 -6.143 0.558
C 3.826 -6.214 2.209
C 5.074 -5.997 -0.013
N 3.983 -5.628 0.883
H 3.786 -5.431 2.985
C 3.039 -4.764 0.508
O 2.085 -4.513 1.260
H 5.178 -5.159 -0.725
H 3.195 -4.278 -0.470
H 2.874 -6.762 2.270
H 4.832 -6.913 -0.585
H -3.562 -0.133 1.694
H -1.994 1.135 -0.377
C -3.180 0.342 2.596
C -2.865 2.171 1.060
N -2.473 1.564 2.187
H -2.503 -0.323 3.118
C -1.365 1.986 2.949
O -0.813 1.306 3.799
H -2.354 3.111 0.760
H -1.070 3.017 2.680
H -4.025 0.576 3.242
H -3.854 1.924 0.632
O -1.491 0.715 -1.131
C -0.827 1.870 -1.827
C 0.542 2.176 0.339
C 0.144 2.650 -0.914
H 0.211 1.189 0.671
C 1.249 3.024 1.196
H -0.233 1.390 -2.631
C 0.767 3.798 -1.430
H 1.351 2.736 2.244
C 1.784 4.228 0.708
C 1.610 4.577 -0.640
H 0.554 4.111 -2.456
H 2.379 4.864 1.365
H 2.042 5.490 -1.053
Si -1.731 -1.564 -1.167
Cl -0.653 -1.041 1.098
C -2.638 -2.947 -0.181
C -0.197 -2.399 -1.869
C -3.011 -1.022 -2.431
H -2.103 -3.306 0.716
H -2.737 -3.800 -0.877
H -3.647 -2.624 0.116
H -3.779 -0.391 -1.954
H -3.505 -1.933 -2.833
H -2.539 -0.486 -3.284
H 0.542 -1.661 -2.220
H -0.512 -3.043 -2.716
H 0.307 -3.037 -1.113
C 4.022 1.468 3.048
C 3.106 0.371 2.794
N 2.414 -0.536 2.568
H 4.944 1.316 2.464
H 4.284 1.497 4.117
H 3.571 2.434 2.764
*
```

Output
Energy, eV: -84070.5852
ΔE to the lowest compared entry with this formula, charge and spin, kcal per mole: 97.4
HOMO level, eV: -1.5152
Frontier orbital gap, eV: 3.92

Atom charges from the Mulliken analysis, given in e for atoms 1 to 5: number 1, C, carries -1.77; number 2, C, carries 0.85; number 3, H, carries 0.50; number 4, H, carries 0.16; number 5, H, carries 0.38

***

Entry from the OMol25 dataset: a molecular structure, C22H39F3IN4O13P (ωB97M-V/def2-TZVPD).

The geometry in ORCA input format:
```
! wB97M-V def2-TZVPD RIJCOSX def2/J DEFGRID3
* xyz 0 1
C 2.356 1.028 2.147
C 0.839 0.993 2.269
N 0.187 -0.076 1.507
C 0.692 -1.422 1.756
C 1.594 -1.847 0.594
C 0.863 -1.668 -0.762
C 1.070 -2.784 -1.732
F 2.028 -2.641 -2.687
C 0.323 -3.886 -1.747
F 0.101 -4.647 -2.823
F -0.323 -4.355 -0.673
O -0.339 -2.389 1.749
C -1.240 -2.554 2.810
I -1.021 -1.316 4.564
C -2.671 -2.391 2.277
O -3.105 -1.023 2.388
C -3.690 -0.495 1.249
N -4.818 -1.312 0.796
C -4.164 0.917 1.623
C -3.081 1.795 2.266
C -2.550 2.949 1.445
N -2.604 2.850 0.058
O -2.037 3.900 1.990
N -2.700 -0.350 0.164
C -2.972 -0.758 -0.945
O -3.203 -1.056 -2.025
P -1.094 -4.361 3.321
O -2.306 -5.102 2.953
O 0.193 -4.929 2.608
O -0.691 -4.490 4.848
H 2.675 1.552 1.252
H 2.836 0.061 2.219
H 2.738 1.617 2.977
H 0.573 1.017 3.330
H 0.470 1.928 1.854
H -0.794 -0.073 1.760
H 1.324 -1.478 2.646
H 1.843 -2.898 0.696
H 2.496 -1.250 0.577
H 1.187 -0.744 -1.226
H -0.205 -1.578 -0.609
H -3.349 -2.984 2.876
H -2.681 -2.692 1.236
H -5.201 -1.802 1.595
H -5.549 -0.689 0.478
H -4.975 0.783 2.332
H -4.579 1.362 0.726
H -3.484 2.237 3.167
H -2.211 1.207 2.540
H -3.539 2.712 -0.301
H -2.285 3.731 -0.332
H -0.101 -5.480 1.871
H -1.460 -4.246 5.380
C 7.588 -3.462 0.151
C 6.252 -2.999 -0.390
O 5.719 -1.899 0.365
C 6.274 -0.714 0.122
O 7.147 -0.484 -0.671
O 5.683 0.183 0.912
C 6.224 1.502 0.816
H 7.505 -3.699 1.213
H 7.924 -4.350 -0.383
H 8.345 -2.687 0.042
H 5.514 -3.793 -0.298
H 6.318 -2.727 -1.443
H 6.238 1.844 -0.217
H 7.229 1.529 1.233
H 5.572 2.144 1.401
C -4.022 5.802 -6.337
C -2.991 6.306 -5.350
O -2.924 5.482 -4.175
C -2.278 4.328 -4.325
O -1.740 3.936 -5.324
O -2.326 3.678 -3.160
C -1.730 2.376 -3.179
H -4.995 5.704 -5.853
H -4.113 6.494 -7.174
H -3.746 4.824 -6.727
H -3.268 7.295 -4.990
H -2.004 6.382 -5.805
H -0.708 2.411 -3.548
H -2.323 1.695 -3.788
H -1.726 2.026 -2.151
*
```

Output
Energy, eV: -81567.9489
HOMO level, eV: -8.9176
Frontier orbital gap, eV: 8.86

Atom charges from the Mulliken analysis, given in e for atoms 1 to 5: number 1, C, carries -1.51; number 2, C, carries -0.03; number 3, N, carries 0.67; number 4, C, carries -0.82; number 5, C, carries -0.49

***

Entry from the OMol25 dataset: 3 unconnected molecules or ions with the total composition C22H39F4NO15P2S (ωB97M-V/def2-TZVPD).

The geometry in ORCA input format:
```
! wB97M-V def2-TZVPD RIJCOSX def2/J DEFGRID3
* xyz 0 1
N -2.008 -2.728 2.254
C -1.760 -2.263 1.172
O -1.434 -1.969 -0.176
C -0.028 -2.195 -0.422
O 0.758 -1.457 0.234
O 0.515 -3.215 -1.239
C 0.548 -2.932 -2.648
C 1.843 -2.148 -3.187
C 2.137 -0.725 -2.515
O 3.222 -0.933 -1.557
C 3.442 0.206 -0.743
O 2.577 0.997 -0.304
C 0.612 -4.400 -3.383
C 0.802 -5.619 -2.361
C -0.615 -6.099 -1.740
F -1.378 -5.351 -0.798
C -1.198 -7.350 -2.194
F -2.308 -7.313 -3.105
F -0.741 -8.632 -1.785
S -0.957 -2.112 -3.366
O -2.151 -2.926 -2.901
O -1.083 -0.640 -3.098
F -0.884 -2.356 -5.048
H 1.655 -1.946 -4.314
H 2.783 -2.820 -3.159
H 2.499 0.052 -3.296
H 1.222 -0.268 -2.009
H 4.531 0.385 -0.398
H -0.336 -4.603 -4.002
H 1.493 -4.405 -4.128
H 1.618 -5.481 -1.574
H 1.144 -6.523 -3.003
C -9.530 1.397 -0.482
C -8.145 1.936 -0.810
O -7.108 1.026 -0.447
P -7.098 -0.410 -1.276
O -6.359 0.121 -2.513
O -5.725 -1.153 -0.697
C -4.566 -1.338 -1.517
C -3.665 -0.112 -1.507
O -7.996 -1.078 0.026
C -7.351 -1.694 1.147
C -6.434 -0.790 1.966
H -9.747 0.488 -1.053
H -10.302 2.131 -0.724
H -9.605 1.138 0.576
H -8.071 2.159 -1.880
H -7.974 2.865 -0.263
H -4.851 -1.632 -2.527
H -4.009 -2.185 -1.105
H -4.206 0.827 -1.660
H -2.894 -0.195 -2.289
H -3.166 -0.011 -0.543
H -6.823 -2.592 0.813
H -8.147 -2.046 1.810
H -5.687 -0.255 1.383
H -5.891 -1.383 2.710
H -7.013 -0.024 2.483
C 9.160 4.145 2.058
C 8.380 2.919 2.509
O 7.050 3.240 2.914
P 6.063 3.826 1.718
O 5.680 2.456 1.137
O 4.599 3.975 2.496
C 3.494 3.117 2.188
C 3.554 1.815 2.972
O 6.492 5.403 2.244
C 5.733 6.096 3.241
C 5.669 5.428 4.612
H 8.704 4.601 1.174
H 10.188 3.881 1.800
H 9.175 4.906 2.842
H 8.343 2.178 1.703
H 8.882 2.459 3.363
H 3.426 2.949 1.114
H 2.580 3.652 2.465
H 4.540 1.340 2.953
H 2.825 1.094 2.580
H 3.332 1.992 4.025
H 4.730 6.301 2.856
H 6.208 7.073 3.372
H 5.354 4.386 4.594
H 4.962 5.962 5.255
H 6.651 5.434 5.087
*
```

Output
Energy, eV: -95918.5744
HOMO level, eV: -8.9715
Frontier orbital gap, eV: 7.35

Atom charges from the Mulliken analysis, given in e for atoms 1 to 5: number 1, N, carries -0.52; number 2, C, carries 0.48; number 3, O, carries 0.17; number 4, C, carries 0.25; number 5, O, carries -0.47

***

Computed values of max |F| (unit: eV/A) for the preceding records, in sequence: 3.624; 4.996; 4.962; 5.612; 1.770; 8.898.